# 1
This record from the OMol25 dataset describes C42H70BaBrClN2O7P3Si as an isolated structure. The level of theory is wB97M-V/def2-TZVPD.

HOMO level, eV: -3.80
Energy relative to the best compared isomer or geometry (same formula, charge and spin), kJ/mol: 0.0
Electronic energy, eV: -181006.0164

Structure (ORCA input):
```
! RIJCOSX wB97M-V def2-TZVPD def2/J DEFGRID3
* xyz -1 1
Ba -1.161 -0.244 -0.468
C 2.152 -0.454 -3.904
C 2.056 -1.923 -3.488
C 3.004 -2.790 -4.318
P 1.984 -1.973 -1.623
C 2.215 -3.750 -1.118
C 3.614 -4.355 -1.212
C 1.163 -4.613 -1.818
C 3.500 -1.183 -0.954
C 4.730 -1.331 -1.608
C 5.903 -0.829 -1.074
C 5.857 -0.175 0.150
C 4.642 -0.011 0.791
C 3.429 -0.492 0.271
Si 1.763 -0.055 1.203
C 1.847 -1.116 2.821
C 3.049 -1.706 3.240
C 3.187 -2.341 4.462
C 2.109 -2.379 5.335
C 0.897 -1.844 4.935
C 0.724 -1.254 3.677
P -0.971 -0.730 3.114
C -1.445 0.647 4.271
C -1.458 0.328 5.764
C -0.586 1.880 4.004
C -2.210 -2.060 3.643
C -1.748 -3.284 4.432
C -2.965 -2.536 2.397
C 2.364 1.666 1.837
C 2.869 1.874 3.123
C 3.462 3.071 3.500
C 3.591 4.092 2.571
C 3.085 3.914 1.291
C 2.444 2.734 0.919
P 1.679 2.526 -0.757
C 3.035 3.134 -1.869
C 4.243 2.207 -1.744
C 2.555 3.179 -3.321
C 0.427 3.918 -0.749
C -0.606 3.707 -1.861
C 0.951 5.350 -0.789
H 2.006 -0.352 -4.983
H 3.131 -0.038 -3.651
H 1.393 0.149 -3.400
H 1.037 -2.252 -3.721
H 4.035 -2.434 -4.283
H 2.691 -2.753 -5.366
H 2.993 -3.833 -4.010
H 1.943 -3.716 -0.061
H 3.995 -4.382 -2.233
H 3.588 -5.385 -0.842
H 4.329 -3.799 -0.605
H 1.377 -4.728 -2.883
H 0.166 -4.180 -1.731
H 1.137 -5.611 -1.372
H 4.775 -1.868 -2.544
H 6.841 -0.954 -1.601
H 6.763 0.220 0.597
H 4.635 0.532 1.731
H 3.913 -1.648 2.589
H 4.136 -2.784 4.741
H 2.202 -2.837 6.312
H 0.066 -1.901 5.620
H -2.475 0.860 3.957
H -0.442 0.218 6.147
H -2.018 -0.581 5.998
H -1.925 1.156 6.308
H 0.430 1.715 4.365
H -0.992 2.746 4.535
H -0.533 2.126 2.943
H -2.927 -1.502 4.256
H -0.881 -3.755 3.967
H -2.559 -4.018 4.437
H -1.510 -3.061 5.472
H -2.330 -3.187 1.793
H -3.319 -1.709 1.784
H -3.841 -3.122 2.692
H 2.821 1.063 3.845
H 3.845 3.198 4.507
H 4.080 5.022 2.838
H 3.205 4.718 0.575
H 3.330 4.142 -1.567
H 3.981 1.183 -2.028
H 4.625 2.173 -0.724
H 5.049 2.547 -2.401
H 2.115 2.223 -3.616
H 3.399 3.378 -3.989
H 1.811 3.958 -3.487
H -0.079 3.767 0.208
H -0.164 3.802 -2.853
H -1.410 4.444 -1.781
H -1.074 2.722 -1.817
H 1.462 5.571 -1.729
H 1.634 5.561 0.034
H 0.111 6.046 -0.705
O -1.806 -3.313 -3.620
Cl -2.280 -2.301 -2.728
O -3.693 -2.114 -2.864
O -1.976 -2.665 -1.342
O -1.590 -1.041 -2.976
O 0.080 -3.686 1.376
H -0.553 -3.454 0.686
H 0.502 -2.856 1.643
O -1.852 2.298 0.922
H -2.502 1.702 1.334
H -2.428 2.831 0.340
O -4.006 3.520 -0.714
H -4.400 2.709 -0.342
H -3.785 3.243 -1.617
Br -4.336 0.263 0.284
N -3.617 1.907 -3.305
C -4.680 1.441 -3.329
N -5.905 0.960 -3.373
C -6.166 -0.431 -3.753
C -6.707 -1.217 -2.568
C -7.926 -0.514 -1.975
C -7.570 0.913 -1.561
C -7.006 1.691 -2.744
H -5.243 -0.865 -4.120
H -6.901 -0.420 -4.568
H -5.919 -1.301 -1.816
H -6.960 -2.227 -2.901
H -8.303 -1.070 -1.114
H -8.734 -0.489 -2.719
H -6.817 0.879 -0.770
H -8.446 1.441 -1.174
H -6.638 2.669 -2.437
H -7.787 1.841 -3.500
*
```

Here are the Löwdin charges for atoms 1 to 8, given in e: atom 1 (Ba): 1.336, atom 2 (C): -0.135, atom 3 (C): -0.542, atom 4 (C): -0.112, atom 5 (P): 1.042, atom 6 (C): -0.546, atom 7 (C): -0.108, atom 8 (C): -0.117

***

# 2
This record from the OMol25 dataset describes a 5-piece molecular cluster, C42H72Cl2N5O13S6 overall. The level of theory is wB97M-V/def2-TZVPD.

HOMO level, eV: -9.63
Electronic energy, eV: -168819.8375

Structure (ORCA input):
```
! RIJCOSX wB97M-V def2-TZVPD def2/J DEFGRID3
* xyz 1 1
C 5.112 -2.903 3.246
C 4.739 -2.397 1.944
N 5.692 -2.637 0.824
Cl 7.377 -2.506 1.243
C 5.301 -2.976 -0.423
N 6.367 -3.206 -1.392
C 6.330 -4.536 -2.051
C 5.299 -4.705 -3.263
N 5.522 -4.308 -4.513
C 6.624 -2.056 -2.306
C 8.208 -1.816 -2.621
C 8.968 -1.094 -1.388
C 9.906 0.141 -1.835
C 11.449 -0.350 -1.992
C 12.358 -0.027 -0.700
C 13.905 0.224 -1.104
N 3.854 -3.060 -0.623
C 3.366 -2.245 -1.778
C 1.818 -1.735 -1.641
C 0.845 -2.833 -2.302
S -0.733 -2.084 -3.011
C -2.125 -2.349 -1.778
S -2.154 -3.811 -0.950
N -3.099 -1.242 -1.590
C -4.367 -1.471 -2.318
C -5.304 -0.222 -2.538
C -6.677 -0.396 -3.257
C -7.192 -1.782 -3.793
C -6.255 -3.002 -3.618
C -4.867 -2.821 -2.889
C -3.439 -1.002 -0.147
C -4.472 -1.804 0.706
C -4.754 -1.393 2.213
C -4.036 -0.203 2.922
C -3.006 0.596 2.065
C -2.718 0.198 0.579
C 3.329 -4.451 -0.589
C 2.276 -4.539 0.645
O 1.647 -3.512 1.012
Cl 1.944 -6.065 1.604
H 6.129 -2.716 3.731
H 4.361 -3.517 3.868
H 3.731 -1.874 1.813
H 6.092 -5.315 -1.227
H 7.379 -4.801 -2.431
H 4.289 -5.244 -3.100
H 6.468 -3.862 -4.529
H 6.023 -2.046 -3.277
H 6.304 -1.100 -1.731
H 8.214 -1.044 -3.487
H 8.730 -2.750 -3.016
H 9.587 -1.914 -0.865
H 8.170 -0.643 -0.679
H 9.911 0.912 -0.971
H 9.521 0.710 -2.754
H 11.950 0.136 -2.917
H 11.393 -1.501 -2.091
H 12.359 -0.884 0.079
H 12.020 0.922 -0.134
H 14.659 -0.204 -0.363
H 14.073 -0.299 -2.107
H 14.150 1.341 -1.249
H 3.443 -2.743 -2.804
H 4.017 -1.289 -1.801
H 1.528 -1.420 -0.582
H 1.729 -0.787 -2.296
H 1.392 -3.273 -3.225
H 0.618 -3.695 -1.562
H -4.932 0.795 -2.149
H -7.354 0.510 -3.396
H -8.226 -1.875 -4.290
H -6.609 -4.021 -3.999
H -4.234 -3.763 -2.802
H -5.051 -2.694 0.254
H -5.536 -1.953 2.840
H -4.225 0.132 3.992
H -2.474 1.496 2.519
H -1.951 0.866 0.033
H 4.133 -5.253 -0.369
H 2.755 -4.748 -1.543
O -7.003 1.070 2.087
S -7.213 1.404 0.703
O -6.220 2.109 -0.068
O -8.629 2.175 0.557
C -8.837 3.364 1.322
C -8.049 4.537 0.768
C -7.654 -0.064 -0.182
H -8.599 3.188 2.375
H -9.905 3.595 1.268
H -6.974 4.369 0.860
H -8.289 5.455 1.306
H -8.264 4.678 -0.293
H -8.427 -0.596 0.370
H -6.758 -0.681 -0.264
H -8.002 0.214 -1.175
O -8.056 7.189 -0.282
S -8.252 8.235 -1.253
O -7.144 8.951 -1.832
O -9.315 9.305 -0.667
C -9.028 9.931 0.585
C -7.928 10.970 0.458
C -9.252 7.612 -2.573
H -8.777 9.180 1.341
H -9.947 10.424 0.914
H -6.977 10.507 0.189
H -7.785 11.502 1.401
H -8.169 11.691 -0.327
H -10.114 7.094 -2.155
H -8.640 6.920 -3.152
H -9.564 8.445 -3.203
O 5.385 3.593 -1.711
S 4.221 4.061 -1.006
O 4.325 4.798 0.226
O 3.207 2.816 -0.784
C 3.694 1.665 -0.099
C 3.843 1.920 1.390
C 3.209 4.992 -2.120
H 4.637 1.325 -0.539
H 2.961 0.866 -0.251
H 4.612 2.670 1.587
H 4.129 1.005 1.915
H 2.908 2.297 1.812
H 3.093 4.434 -3.048
H 3.715 5.939 -2.310
H 2.243 5.177 -1.650
O -4.193 -6.004 7.161
S -4.312 -4.626 6.765
O -5.076 -4.230 5.610
O -2.831 -3.981 6.655
C -1.886 -4.600 5.781
C -2.204 -4.326 4.323
C -4.877 -3.677 8.148
H -1.827 -5.674 5.979
H -0.906 -4.175 6.018
H -3.149 -4.789 4.033
H -1.423 -4.727 3.673
H -2.301 -3.252 4.140
H -4.289 -3.940 9.026
H -5.927 -3.926 8.310
H -4.780 -2.618 7.914
*
```

Here are the Löwdin charges for atoms 1 to 8, given in e: atom 1 (C): 0.062, atom 2 (C): -0.130, atom 3 (N): -0.335, atom 4 (Cl): 0.843, atom 5 (C): -0.226, atom 6 (N): -0.108, atom 7 (C): -0.132, atom 8 (C): -0.192